[1]
The following is a quantum chemistry calculation of a molecular structure, C39H34ClCoN3SSi2 at a distorted geometry, from the OMol25 dataset.

Positions of all 81 atoms, in Å:
1 C -1.4975 -0.8524 4.6687
2 C -1.9549 -0.1473 3.5340
3 C -1.5033 -0.8289 2.3505
4 H -2.6126 0.7157 3.5444
5 C -0.7267 -1.9957 2.8137
6 C -0.7482 -1.9715 4.2501
7 H -0.3172 -2.7324 4.8918
8 H -1.7453 -0.6050 5.6969
9 H -1.9244 -0.7352 1.3528
10 H -0.4854 -2.8562 2.1931
11 Co 0.4840 -0.3647 2.4762
12 Si 0.4399 0.2349 -0.6157
13 C -0.4573 1.8416 -0.6698
14 C 0.1145 2.9412 -1.3344
15 H 1.1579 2.9096 -1.6557
16 C -0.6841 4.0258 -1.6906
17 H -0.2688 4.8018 -2.3366
18 C -2.0148 4.0936 -1.2657
19 H -2.6425 4.9354 -1.5640
20 C -2.5386 3.0835 -0.4501
21 H -3.5678 3.1575 -0.0867
22 C -1.7615 1.9653 -0.1364
23 H -2.1830 1.1755 0.4885
24 C -0.5220 -1.3032 -0.9981
25 C -1.6580 -1.2314 -1.8344
26 H -2.1232 -0.2707 -2.0766
27 C -2.1710 -2.4040 -2.3914
28 H -2.9186 -2.3345 -3.1802
29 C -1.7140 -3.6527 -1.9693
30 H -2.0951 -4.5637 -2.4334
31 C -0.7404 -3.7327 -0.9728
32 H -0.4060 -4.7039 -0.5993
33 C -0.1458 -2.5664 -0.4963
34 H 0.6346 -2.6528 0.2667
35 H 0.7377 0.1663 0.8928
36 Si 1.6180 0.0448 -3.2180
37 C 1.0838 -1.5024 -4.0993
38 C 0.4322 -1.4291 -5.3521
39 H 0.2329 -0.4553 -5.8036
40 C 0.0383 -2.5876 -6.0277
41 H -0.4692 -2.4988 -6.9915
42 C 0.2981 -3.8464 -5.4784
43 H -0.0132 -4.7531 -6.0043
44 C 0.9743 -3.9293 -4.2565
45 H 1.1710 -4.9107 -3.8200
46 C 1.3917 -2.7772 -3.5862
47 H 1.9403 -2.8541 -2.6478
48 C 0.7534 1.4175 -4.1508
49 C -0.6472 1.4886 -4.1563
50 H -1.2217 0.8026 -3.5297
51 C -1.3075 2.4534 -4.9217
52 H -2.3943 2.5321 -4.8688
53 C -0.5853 3.3075 -5.7582
54 H -1.1148 4.0341 -6.3826
55 C 0.8105 3.2146 -5.7935
56 H 1.3685 3.8711 -6.4625
57 C 1.4817 2.2949 -4.9804
58 H 2.5712 2.2274 -4.9782
59 H 3.0588 0.2197 -3.5664
60 Cl 2.5359 0.1439 -1.0429
61 N 2.1616 0.3988 5.9556
62 C 1.1929 1.3793 6.1965
63 C 0.7245 1.8649 7.4140
64 C -0.4483 2.6428 7.3795
65 C -1.1140 2.8904 6.1695
66 C -0.6545 2.3506 4.9601
67 C 0.5005 1.5570 4.9911
68 N 1.0257 0.6701 4.0455
69 C 2.0333 -0.0144 4.6644
70 C 2.6219 -1.1037 3.9519
71 C 3.5403 -2.0761 4.2715
72 S 3.7772 -3.1452 2.9347
73 C 2.6092 -2.3034 1.9965
74 N 2.0617 -1.2696 2.6728
75 H 2.7853 -0.0203 6.6309
76 H 1.2493 1.6328 8.3319
77 H -0.8542 3.0665 8.3024
78 H -2.0152 3.5056 6.1729
79 H -1.1560 2.5191 4.0088
80 H 4.0176 -2.1538 5.2393
81 H 2.4933 -2.4419 0.9245

Results
**Spin multiplicity**: 5
**Maximum force**: 5.10 eV/Å
**Orbital gap (spin up / spin down)**: 5.37 / 7.43 eV
**E_LUMO (spin up / spin down)**: -0.120 / -0.124 hartree
**Charge**: +1

[2]
The following is a quantum chemistry calculation of a molecular structure, C39H35AsCl2N5NaO2S3, from the OMol25 dataset.

Positions of all 88 atoms, in Å:
1 Na -1.6389 -1.2327 -0.1904
2 N 3.9992 0.2079 1.3967
3 C 4.6825 0.5048 0.2570
4 C 6.0861 0.6024 0.2637
5 C 6.7892 0.9239 -0.8810
6 C 6.1309 1.1297 -2.0898
7 C 4.7482 0.9996 -2.1225
8 C 4.0202 0.7154 -0.9774
9 S 2.2590 0.6002 -1.0297
10 N 2.1019 -0.6024 0.1950
11 C 2.6117 -0.1451 1.4271
12 C 1.8533 -0.0203 2.5671
13 C 2.3931 0.5219 3.7884
14 C 1.5967 0.5973 4.9008
15 C 0.2728 0.1470 4.8556
16 C -0.1686 -0.3652 3.6370
17 N 0.5504 -0.4662 2.5352
18 H 4.5651 -0.1076 2.1727
19 H 6.6133 0.4321 1.1971
20 H 7.8694 1.0036 -0.8310
21 H 6.6828 1.3621 -2.9913
22 H 4.2078 1.1163 -3.0559
23 H 3.4003 0.9206 3.8028
24 H 1.9978 1.0253 5.8155
25 H -0.3885 0.1959 5.7096
26 H -1.1932 -0.7185 3.5511
27 S 1.9355 -1.5174 -3.9543
28 C 0.5413 -0.6524 -4.5021
29 C 0.3031 -0.0481 -5.7345
30 C -0.9219 0.5584 -5.9345
31 C -1.8978 0.5530 -4.9313
32 C -1.6586 -0.0377 -3.7087
33 C -0.4208 -0.6403 -3.4831
34 N -0.0429 -1.2775 -2.3042
35 C 1.1478 -1.7544 -2.4095
36 C 1.8621 -2.5172 -1.3659
37 C 2.0829 -3.8694 -1.6244
38 C 2.6591 -4.7029 -0.6846
39 C 3.0099 -4.1651 0.5461
40 C 2.8188 -2.8236 0.8124
41 C 2.2675 -1.9585 -0.1413
42 H 1.0551 -0.0569 -6.5134
43 H -1.1320 1.0337 -6.8851
44 H -2.8629 1.0071 -5.1165
45 H -2.4129 -0.0762 -2.9376
46 H 1.7558 -4.2664 -2.5782
47 H 2.8053 -5.7538 -0.8976
48 H 3.4368 -4.7979 1.3153
49 H 3.0747 -2.4086 1.7773
50 Cl -5.9709 -2.6951 5.9402
51 C -5.0369 -2.0296 4.6115
52 C -5.1474 -0.6648 4.3139
53 C -4.4290 -0.1370 3.2813
54 Cl -4.5739 1.5670 2.9538
55 C -3.5327 -0.9041 2.4328
56 O -2.8996 -0.3765 1.4968
57 C -3.4502 -2.2969 2.8116
58 C -2.5800 -3.2505 2.1422
59 O -1.8061 -3.0703 1.2230
60 C -4.2016 -2.8201 3.8743
61 H -5.7965 -0.0285 4.9004
62 H -2.6646 -4.2744 2.5694
63 H -4.1054 -3.8742 4.1102
64 S -5.5374 -1.8564 -3.5652
65 C -4.3247 -1.8189 -2.4418
66 N -3.4507 -1.7629 -1.6703
67 C -0.4518 3.2593 -2.8020
68 C -0.4147 3.3683 -1.2815
69 As -1.3346 1.8861 -0.3511
70 C -1.0742 2.5508 1.4807
71 C 0.3761 2.8814 1.8148
72 C -3.1956 2.5171 -0.5271
73 C -3.9632 1.9714 -1.7257
74 H 0.1026 4.0755 -3.2752
75 H -1.4737 3.2877 -3.1857
76 H -0.0097 2.3181 -3.1366
77 H -0.8485 4.3137 -0.9395
78 H 0.6201 3.3371 -0.9345
79 H -1.4507 1.7511 2.1181
80 H -1.7213 3.4221 1.6239
81 H 1.0590 2.1132 1.4488
82 H 0.5211 2.9474 2.8959
83 H 0.6790 3.8348 1.3741
84 H -3.1772 3.6123 -0.5230
85 H -3.6741 2.1882 0.3964
86 H -3.4744 2.2117 -2.6733
87 H -4.9747 2.3845 -1.7640
88 H -4.0603 0.8861 -1.6652

Results
**Maximum force**: 0.14 eV/Å
**ΔE to the lowest compared entry with this formula, charge and spin**: 0.0 kJ/mol
**Orbital gap**: 4.61 eV
**E_LUMO**: 0.138 hartree
**Charge**: -2